a:
{
  "formula": "C3H7N2OS",
  "method": "the ωB97M-V functional and the def2-TZVPD basis",
  "total_charge": 1,
  "gap_ev": 8.77,
  "elements": ["C", "C", "C", "N", "N", "O", "S", "H", "H", "H", "H", "H", "H", "H"],
  "xyz": [[0.81, 0.97, 1.25], [0.03, -1.37, 1.19], [0.83, 1.43, -0.14], [0.47, -0.23, 1.49], [-1.18, -0.56, -1.47], [-1.08, -2.03, 1.22], [0.38, -3.04, 1.16], [1.13, 1.53, 2.06], [0.23, 2.28, -0.37], [1.89, 1.74, -0.35], [0.62, 0.52, -0.79], [-0.66, -0.59, -2.30], [-1.40, 0.46, -1.28], [-2.07, -1.12, -1.66]],
  "nbo_charge": [0.342, 0.520, -0.721, -0.384, -1.116, -0.432, 0.599, 0.232, 0.279, 0.282, 0.265, 0.369, 0.369, 0.397]
}

b:
{
  "formula": "C3H7N2OS",
  "method": "the ωB97M-V functional and the def2-TZVPD basis",
  "total_charge": 1,
  "gap_ev": 8.45,
  "elements": ["C", "C", "C", "N", "N", "O", "S", "H", "H", "H", "H", "H", "H", "H"],
  "xyz": [[-1.18, -0.23, 0.26], [2.13, 0.38, 0.10], [-2.33, -1.05, -0.17], [-0.26, 0.26, -0.45], [2.11, 1.61, 0.49], [2.53, -0.24, -0.96], [2.31, -1.25, 0.48], [-1.12, -0.01, 1.33], [-3.21, -0.42, -0.28], [-2.14, -1.53, -1.13], [-2.56, -1.80, 0.58], [-0.31, 0.05, -1.45], [2.24, 2.35, -0.20], [1.79, 1.88, 1.41]],
  "nbo_charge": [0.211, 0.536, -0.702, -0.698, -0.697, -0.450, 0.637, 0.166, 0.260, 0.232, 0.246, 0.357, 0.452, 0.453]
}

c:
{
  "formula": "C3H7N2OS",
  "method": "the ωB97M-V functional and the def2-TZVPD basis",
  "total_charge": 1,
  "gap_ev": [7.21, 7.93],
  "elements": ["C", "C", "C", "N", "N", "O", "S", "H", "H", "H", "H", "H", "H", "H"],
  "xyz": [[-2.09, -1.45, 0.28], [2.64, 0.34, 0.67], [-2.14, -0.15, 0.16], [0.49, 0.45, -0.61], [3.48, 0.05, -0.22], [-3.07, 0.80, 0.02], [-0.69, 1.07, 0.12], [-1.10, -1.92, 0.20], [-3.07, -2.07, 0.47], [2.68, 0.94, 1.63], [4.55, 0.15, -0.22], [3.38, -0.35, -1.15], [-3.76, 0.36, -0.51], [-1.31, 1.77, -0.84]],
  "nbo_charge": [-0.492, 0.370, 0.146, -0.762, -0.697, -0.681, 0.868, 0.254, 0.258, 0.238, 0.434, 0.450, 0.511, 0.103]
}

d:
{
  "formula": "C3H7N2OS",
  "method": "the ωB97M-V functional and the def2-TZVPD basis",
  "total_charge": 1,
  "gap_ev": 8.65,
  "elements": ["C", "C", "S", "N", "N", "C", "O", "H", "H", "H", "H", "H", "H", "H"],
  "xyz": [[-0.67, 0.54, 3.12], [-0.92, 0.75, 1.88], [-0.73, -0.43, 0.56], [0.03, 0.61, -0.88], [0.59, 0.02, -1.85], [0.67, -1.34, -2.00], [1.10, 0.69, -2.69], [-0.86, 1.33, 3.75], [-0.20, -0.32, 3.48], [-1.33, 1.83, 1.68], [0.08, 1.61, -1.03], [1.45, -1.65, -2.60], [-0.28, -1.74, -2.30], [1.07, -1.92, -1.12]],
  "nbo_charge": [-0.277, -0.431, 0.495, -0.391, 0.403, -0.518, -0.266, 0.231, 0.217, 0.255, 0.446, 0.283, 0.275, 0.279]
}

Winner for stability: b

a:
{
  "formula": "C2H4BrFO",
  "method": "the ωB97M-V functional and the def2-TZVPD basis",
  "total_charge": 0,
  "gap_ev": [9.19, 6.88],
  "elements": ["C", "C", "O", "F", "Br", "H", "H", "H", "H"],
  "xyz": [[1.22, 0.43, -0.17], [-1.03, -1.11, 0.54], [1.15, 1.73, -0.27], [-1.28, -2.03, -0.44], [-2.07, 0.43, 0.02], [0.67, -0.15, -0.90], [1.83, 0.01, 0.69], [-1.16, -1.48, 1.57], [0.66, 2.16, -1.04]],
  "nbo_charge": [-0.026, 0.059, -0.668, -0.360, -0.042, 0.169, 0.187, 0.172, 0.508]
}

b:
{
  "formula": "C2H4BrFO",
  "method": "the ωB97M-V functional and the def2-TZVPD basis",
  "total_charge": 0,
  "gap_ev": 9.09,
  "elements": ["C", "C", "O", "F", "Br", "H", "H", "H", "H"],
  "xyz": [[0.58, 0.00, -0.15], [-0.52, 0.11, 0.72], [-1.75, -0.27, 0.44], [-0.69, 2.34, 0.72], [-0.08, 0.33, 2.58], [1.28, -0.74, 0.16], [0.46, -0.47, -1.06], [1.11, 0.91, -0.36], [-2.42, -0.04, 1.12]],
  "nbo_charge": [-0.780, 0.613, -0.608, -0.728, 0.132, 0.264, 0.256, 0.318, 0.533]
}

Winner for stability: b

a:
{
  "formula": "C4H6FNO2",
  "method": "the ωB97M-V functional and the def2-TZVPD basis",
  "total_charge": 0,
  "gap_ev": 9.99,
  "elements": ["C", "C", "C", "F", "N", "O", "C", "O", "H", "H", "H", "H", "H", "H"],
  "xyz": [[0.40, 1.96, 0.51], [-0.33, 0.68, 0.12], [-1.64, 0.69, -0.22], [-2.26, -0.46, -0.59], [0.33, -0.54, 0.17], [-0.25, -1.62, 0.83], [1.65, -0.75, -0.19], [2.36, 0.09, -0.71], [1.28, 2.13, -0.12], [0.74, 1.86, 1.56], [-0.27, 2.81, 0.39], [-2.32, 1.55, -0.21], [-0.86, -1.90, 0.12], [2.05, -1.77, 0.10]],
  "nbo_charge": [-0.639, 0.076, 0.201, -0.350, -0.200, -0.518, 0.516, -0.590, 0.256, 0.223, 0.220, 0.185, 0.481, 0.138]
}

b:
{
  "formula": "C4H6FNO2",
  "method": "the ωB97M-V functional and the def2-TZVPD basis",
  "total_charge": 0,
  "gap_ev": 9.62,
  "elements": ["C", "O", "N", "C", "C", "O", "C", "F", "H", "H", "H", "H", "H", "H"],
  "xyz": [[2.70, -0.17, -0.13], [1.42, 0.47, -0.32], [0.42, -0.40, -0.14], [-0.79, -0.01, -0.07], [-1.23, 1.44, -0.20], [-2.36, 1.84, -0.04], [-1.90, -0.93, 0.36], [-2.84, -1.10, -0.65], [3.30, 0.34, -0.88], [2.59, -1.30, -0.15], [3.15, 0.13, 0.83], [-0.41, 2.16, -0.32], [-2.52, -0.52, 1.11], [-1.51, -1.94, 0.61]],
  "nbo_charge": [-0.260, -0.365, -0.058, 0.030, 0.375, -0.487, 0.020, -0.362, 0.199, 0.214, 0.183, 0.130, 0.197, 0.184]
}

Winner for stability: a

a:
{
  "formula": "C4H10N3O3",
  "method": "the ωB97M-V functional and the def2-TZVPD basis",
  "total_charge": 1,
  "gap_ev": 10.21,
  "elements": ["N", "C", "C", "N", "O", "C", "O", "C", "N", "O", "H", "H", "H", "H", "H", "H", "H", "H", "H", "H"],
  "xyz": [[1.90, -1.08, -0.76], [0.96, -0.50, 0.14], [-0.09, -1.40, 0.86], [-1.17, -0.48, 1.14], [-2.04, -0.76, 2.17], [-1.15, 0.63, 0.43], [-1.81, 1.65, 0.50], [0.00, 0.47, -0.59], [0.53, 1.89, -0.82], [-0.40, -0.04, -1.80], [2.55, -1.70, -0.30], [1.45, -1.57, -1.52], [1.51, 0.06, 0.91], [-0.43, -2.22, 0.21], [0.28, -1.82, 1.80], [-2.65, -0.01, 2.26], [-0.28, 2.51, -0.54], [0.76, 2.02, -1.81], [1.35, 2.11, -0.25], [-1.29, 0.25, -2.04]],
  "nbo_charge": [-0.828, -0.059, -0.245, -0.083, -0.494, 0.557, -0.627, 0.318, -0.714, -0.680, 0.392, 0.387, 0.212, 0.222, 0.244, 0.506, 0.473, 0.458, 0.450, 0.511]
}

b:
{
  "formula": "C4H10N3O3",
  "method": "the ωB97M-V functional and the def2-TZVPD basis",
  "total_charge": 1,
  "gap_ev": 9.71,
  "elements": ["C", "C", "C", "C", "N", "N", "N", "O", "O", "O", "H", "H", "H", "H", "H", "H", "H", "H", "H", "H"],
  "xyz": [[0.60, -0.67, 0.27], [-1.13, 1.07, 0.08], [1.04, -0.13, 2.67], [1.19, 0.03, 1.20], [-0.82, 1.61, -0.91], [0.51, -1.27, -0.84], [-1.72, 0.69, 1.15], [1.54, -2.15, -1.11], [-0.42, -1.22, -1.67], [-0.54, 0.88, -3.26], [2.04, -0.22, 3.09], [0.48, -1.03, 2.93], [0.60, 0.76, 3.13], [1.80, 0.88, 0.89], [1.32, -2.67, -1.90], [-0.65, 1.40, -2.01], [-2.70, 0.92, 1.26], [-1.27, 0.14, 1.86], [-0.55, -0.07, -3.02], [-1.31, 1.06, -3.82]],
  "nbo_charge": [0.128, 0.685, -0.676, -0.146, -0.476, 0.341, -0.802, -0.510, -0.562, -0.892, 0.273, 0.232, 0.241, 0.247, 0.510, 0.467, 0.455, 0.450, 0.526, 0.511]
}

Winner for stability: a